A cluster of 4 separate species, C25H43F3N2O13 in total in a non-equilibrium geometry. Source: OMol25; level of theory: the ωB97M-V functional and the def2-TZVPD basis.

Its SMILES is CCCCCCCCCCOC(=O)NOCCNC[C@@H](C)O.O=C1OC[C@@H](F)O1.O=C1OC[C@@H](F)O1.O=C1OC[C@@H](F)O1. As for the spin multiplicity: 1. Its total charge is 0. Its orbital gap is 9.16 eV.

Geometry as XYZ:
```
86
Properties=species:S:1:pos:R:3:mulliken_charge:R:1
C -1.027 3.369 3.523 -0.93
C -0.619 2.495 2.165 -0.26
C 0.764 3.083 1.460 -0.22
C 1.038 2.494 -0.047 -0.58
C 2.319 1.476 -0.171 0.09
C 1.879 -0.071 -0.630 -0.21
C 1.277 -0.775 0.734 0.48
C 0.970 -2.379 0.598 -0.52
C -0.508 -2.756 -0.003 -0.62
C -1.762 -1.948 0.709 -0.12
O -2.769 -2.960 1.061 -0.31
C -3.586 -2.566 2.218 0.58
O -3.149 -2.058 3.372 -0.57
N -5.099 -2.814 2.121 -0.48
O -5.714 -1.850 1.415 -0.08
C -7.053 -1.676 2.039 -0.40
C -8.095 -0.964 0.946 -0.43
N -7.372 0.114 0.139 -0.26
C -8.461 0.669 -0.788 -0.68
C -8.619 2.294 -0.517 0.14
C -9.151 2.618 1.036 -0.92
O -7.370 3.057 -0.698 -0.57
H -1.660 2.707 4.261 0.30
H -1.589 4.364 3.261 0.27
H -0.024 3.635 4.111 0.19
H -0.497 1.385 2.520 0.11
H -1.485 2.621 1.365 0.25
H 1.650 2.827 2.184 -0.01
H 0.630 4.269 1.446 0.32
H 0.056 1.983 -0.432 0.31
H 1.264 3.408 -0.770 0.27
H 2.866 1.433 0.863 -0.32
H 3.071 1.856 -0.983 0.33
H 1.091 0.000 -1.494 0.26
H 2.865 -0.631 -0.919 -0.26
H 0.367 -0.120 1.075 -0.60
H 2.121 -0.636 1.565 0.23
H 1.768 -2.807 -0.180 0.17
H 1.169 -2.992 1.600 0.32
H -0.677 -3.912 0.238 0.33
H -0.518 -2.684 -1.191 0.26
H -2.225 -1.255 -0.139 0.20
H -1.438 -1.240 1.582 0.21
H -5.442 -2.776 3.127 0.32
H -7.562 -2.717 2.308 0.31
H -7.031 -1.011 3.015 0.28
H -8.548 -1.819 0.252 0.29
H -9.007 -0.439 1.475 0.22
H -6.677 -0.353 -0.495 0.20
H -9.477 0.076 -0.668 0.32
H -8.103 0.536 -1.916 0.31
H -9.406 2.757 -1.284 0.35
H -8.173 2.801 1.686 0.23
H -9.837 1.773 1.467 0.21
H -9.729 3.641 0.992 0.33
H -7.606 3.984 -1.035 0.33
O 3.551 -0.139 -3.651 -0.53
C 4.580 -0.512 -3.111 0.53
O 5.345 0.274 -2.293 -0.26
C 6.360 -0.561 -1.773 -0.42
C 6.436 -1.649 -2.790 0.34
F 6.784 -2.822 -2.215 -0.34
O 5.110 -1.759 -3.255 -0.22
H 6.060 -0.925 -0.785 0.31
H 7.303 -0.017 -1.675 0.26
H 7.104 -1.433 -3.630 0.34
O 4.782 -6.512 -6.951 -0.53
C 5.433 -5.793 -6.212 0.57
O 6.126 -6.241 -5.121 -0.31
C 6.845 -5.132 -4.620 -0.34
C 6.056 -3.977 -5.136 0.40
F 6.858 -2.916 -5.379 -0.33
O 5.554 -4.445 -6.367 -0.31
H 7.867 -5.155 -5.011 0.27
H 6.886 -5.152 -3.528 0.22
H 5.225 -3.676 -4.489 0.40
O 5.343 1.238 2.617 -0.56
C 5.155 2.441 2.690 0.70
O 5.882 3.375 2.004 -0.31
C 5.271 4.623 2.258 -0.40
C 4.563 4.380 3.547 0.29
F 3.433 5.118 3.623 -0.28
O 4.201 3.020 3.472 -0.28
H 4.587 4.866 1.438 0.28
H 6.019 5.417 2.338 0.28
H 5.179 4.549 4.436 0.27
```

A cluster of 2 separate species, C4H8O in total in a non-equilibrium geometry. Source: OMol25; level of theory: the ωB97M-V functional and the def2-TZVPD basis.

Its SMILES is CC=O.C=C. As for the spin multiplicity: 1. Its total charge is 0. The value obtained for the energy above the lowest of the compared OMol25 structures with the same formula, charge and spin is 51.74 kcal per mole. Its orbital gap is 10.68 eV.

Geometry as XYZ:
```
13
Properties=species:S:1:pos:R:3:mulliken_charge:R:1
C 0.498 0.236 1.877 -0.74
C 1.597 0.161 0.799 0.19
O 2.781 0.567 1.088 -0.51
H -0.393 0.795 1.518 0.27
H 0.323 -0.868 2.219 0.22
H 0.833 0.792 2.845 0.27
H 1.401 -0.387 -0.133 0.27
C -1.242 0.454 -1.873 -0.43
C -1.100 -0.874 -1.470 -0.65
H -0.394 0.865 -2.447 0.23
H -2.185 1.006 -1.856 0.26
H -0.258 -1.471 -1.701 0.35
H -1.861 -1.277 -0.867 0.26
```

LUMO level values, unit eV, following the record order: 0.44 0.87.